# 1
A single C6H7ClO molecule in a non-equilibrium geometry. Source: OMol25; level of theory: wB97M-V/def2-TZVPD.

```
15
Properties=species:S:1:pos:R:3:forces:R:3:mulliken_charge:R:1
C 0.34498 -2.28467 0.68808 0.427 -0.905 0.284 -1.32
C -0.19687 -0.94345 0.44845 -0.382 0.636 0.610 0.45
C -1.41438 -0.50788 0.76793 -0.217 0.395 -0.531 -0.96
C -1.57120 0.94692 0.49307 0.675 0.553 0.170 -0.01
O -0.64549 1.73135 1.31040 -0.144 0.129 0.078 -0.45
C -0.25867 1.38575 0.00186 -0.284 -0.840 0.832 -0.39
C 0.65224 0.19844 -0.01741 0.035 -0.446 -0.146 0.10
Cl 1.27117 -0.09053 -1.67107 0.204 -0.005 -0.091 -0.22
H -0.30807 -2.86189 1.35045 0.155 0.107 -0.056 0.36
H 0.40731 -2.82932 -0.24708 0.083 -0.164 -0.287 0.31
H 1.36922 -2.28330 1.10303 -0.454 0.166 -0.071 0.31
H -2.18194 -1.10553 1.19477 -0.496 -0.429 0.299 0.44
H -2.45750 1.53483 0.26391 -0.083 -0.654 0.012 0.46
H -0.09509 2.13742 -0.70041 0.139 1.358 -0.946 0.53
H 1.48353 0.32536 0.66848 0.341 0.099 -0.157 0.40
```
Positions in Å, forces in eV/Å.

As for the electronic energy: -768.20318 a.u. The calculation puts the relative energy (zero: lowest compared OMol25 entry of this formula, charge and spin) at 38.3 kcal per mole. As for the spin multiplicity: 1.



# 2
A single C6H7ClO molecule in a non-equilibrium geometry. Source: OMol25; level of theory: wB97M-V/def2-TZVPD.

```
15
Properties=species:S:1:pos:R:3:forces:R:3:mulliken_charge:R:1
C 0.24587 -2.03254 -0.10892 1.276 -1.054 -2.471 -0.87
C 0.89097 -0.72179 0.26345 0.080 1.847 0.252 0.22
C 1.83630 0.22692 0.24196 0.887 -1.232 -1.149 -0.11
C 3.38189 0.55373 -0.11870 -3.625 -0.259 0.939 0.50
O 3.85987 1.60312 -0.36175 -0.036 0.028 -0.083 -0.42
Cl 4.26671 -0.92010 0.03035 0.732 -0.689 -0.127 -0.16
C 0.53025 0.66266 0.83320 -0.384 -0.256 0.024 -0.07
C -0.48847 1.68844 0.26906 -0.028 0.668 0.038 -1.00
H 1.17990 -2.70609 -0.40095 -2.233 0.978 0.403 0.23
H -0.41002 -1.86650 -1.09865 1.525 -0.320 2.132 0.22
H -0.41398 -2.61510 0.59895 0.926 1.221 -0.333 0.31
H 0.57906 0.69164 1.91349 -0.308 0.216 0.342 0.32
H -1.39610 1.82998 0.97187 1.301 -0.668 -1.280 0.30
H -0.81183 1.50939 -0.82576 0.525 0.269 1.837 0.28
H 0.04655 2.67666 0.36182 -0.637 -0.748 -0.523 0.26
```
Positions in Å, forces in eV/Å.

As for the electronic energy: -768.13800 a.u. The calculation puts the relative energy (zero: lowest compared OMol25 entry of this formula, charge and spin) at 79.2 kcal per mole. As for the spin multiplicity: 1.



# 3
A single C6H7ClO molecule in a non-equilibrium geometry. Source: OMol25; level of theory: wB97M-V/def2-TZVPD.

```
15
Properties=species:S:1:pos:R:3:forces:R:3:mulliken_charge:R:1
O 0.87087 -1.63968 0.62155 0.879 1.435 -1.157 -0.49
C -0.26821 -0.98700 0.04777 -0.877 -1.305 1.436 0.21
C -1.42228 -1.37220 0.95136 -0.847 0.944 0.445 -0.80
C -2.14356 -0.29812 1.32301 -0.261 -1.300 -0.312 -0.25
C -1.54972 0.99282 0.88334 1.446 0.447 1.017 -0.80
C -0.31905 0.54416 0.11131 -0.309 -1.003 -0.681 0.20
C 0.46643 1.30770 -0.61663 -0.230 0.134 0.419 -0.24
Cl 1.82820 0.68993 -1.46424 0.264 -0.103 -0.363 -0.20
H 1.58931 -1.17732 0.13712 0.046 -0.828 0.656 0.37
H -0.44555 -1.41161 -0.96735 0.219 0.625 0.310 0.18
H -1.58848 -2.38267 1.35151 0.059 0.429 -0.672 0.38
H -3.09530 -0.36490 1.85307 0.446 0.114 0.152 0.40
H -1.25773 1.60545 1.78611 -0.235 -0.524 -0.786 0.25
H -2.14083 1.63664 0.27372 -0.808 0.377 -0.451 0.35
H 0.31065 2.35894 -0.71545 0.208 0.558 -0.015 0.43
```
Positions in Å, forces in eV/Å.

As for the electronic energy: -768.20652 a.u. The calculation puts the relative energy (zero: lowest compared OMol25 entry of this formula, charge and spin) at 36.2 kcal per mole. As for the spin multiplicity: 1.



# 4
2 unconnected molecules or ions with the total composition C6H7ClO2 in a non-equilibrium geometry. Source: OMol25; level of theory: wB97M-V/def2-TZVPD.

```
16
Properties=species:S:1:pos:R:3:forces:R:3:mulliken_charge:R:1
C 2.92145 -0.12452 -0.03973 -2.490 -2.531 -1.470 -1.10
C 1.49882 -0.03357 -0.61633 -2.249 -1.137 0.882 0.88
O 1.03437 0.73164 -1.41692 1.042 1.146 -0.688 -0.57
C 0.53851 -1.09159 -0.09324 2.236 -0.274 0.263 -0.81
C -0.62436 -1.33068 -0.66077 -0.993 -0.045 -0.168 0.69
O -1.67561 -1.47792 -1.13210 1.206 -0.090 0.275 -0.33
H 2.96074 0.34382 0.89499 0.567 1.593 0.940 0.33
H 3.50907 0.10469 -0.90735 1.139 0.461 0.386 0.32
H 2.95089 -1.20059 0.25825 0.759 0.648 -0.612 0.29
H 1.05618 -1.76187 0.59955 -1.146 -0.198 -0.128 0.29
C -3.01174 0.77415 0.55328 -0.717 -0.661 0.085 -0.60
C -1.78700 1.23496 0.43971 -3.120 -0.073 -3.535 -0.14
Cl -0.71946 1.29252 1.63159 2.770 0.401 2.630 -0.16
H -3.34347 0.20488 1.39663 -0.359 0.172 0.641 0.28
H -3.67433 0.83624 -0.29996 0.052 -0.153 -0.003 0.25
H -1.63406 1.49784 -0.60761 1.304 0.741 0.502 0.37
```
Positions in Å, forces in eV/Å.

As for the electronic energy: -843.40089 a.u. The calculation puts the relative energy (zero: lowest compared OMol25 entry of this formula, charge and spin) at 30.6 kcal per mole. As for the spin multiplicity: 1.



# 5
A single C6H7F molecule in a non-equilibrium geometry. Source: OMol25; level of theory: wB97M-V/def2-TZVPD.

```
14
Properties=species:S:1:pos:R:3:forces:R:3:mulliken_charge:R:1
F 2.47066 -0.47119 -0.08356 -1.108 -0.576 0.645 -0.33
C 1.07240 -0.89489 -0.05662 0.351 -1.192 2.516 0.38
C 0.51393 -0.32374 -1.29191 -2.298 2.324 0.702 -0.43
C -0.54611 0.58158 -1.29969 1.958 -4.075 -2.307 -0.55
C -1.12314 0.88646 0.00792 -1.512 3.403 -0.047 0.12
C -0.58919 0.43715 1.25505 6.197 -5.763 0.468 -0.52
C 0.39419 -0.63818 1.33688 -2.758 5.877 -3.093 -0.74
H 1.04760 -2.00173 -0.00175 0.768 0.298 -1.209 0.18
H 1.12487 -0.57782 -2.12408 -0.194 -0.327 -1.019 0.39
H -1.14697 0.57368 -2.32572 1.372 1.078 2.408 0.25
H -1.11087 2.08013 0.26427 -1.090 -2.484 -1.382 0.21
H -2.07494 0.33906 0.03900 -0.903 1.253 -0.202 0.18
H -0.89522 1.00820 2.05878 -0.918 0.390 2.013 0.45
H 0.86278 -0.99873 2.22142 0.134 -0.206 0.506 0.41
```
Positions in Å, forces in eV/Å.

As for the electronic energy: -332.56317 a.u. The calculation puts the relative energy (zero: lowest compared OMol25 entry of this formula, charge and spin) at 54.2 kcal per mole. As for the spin multiplicity: 1.



# 6
A single C6H7F2NO3S molecule in a non-equilibrium geometry. Source: OMol25; level of theory: wB97M-V/def2-TZVPD.

```
20
Properties=species:S:1:pos:R:3:forces:R:3:mulliken_charge:R:1
O 3.18085 0.14481 -1.28071 -0.017 -0.080 -0.273 -0.65
S 2.29071 -0.11205 -0.19738 -0.223 -0.446 -0.024 1.13
O 2.68091 0.25240 1.13883 -0.137 0.195 0.038 -0.66
C 0.60963 0.36377 -0.54964 1.701 0.275 0.320 -0.56
C 0.11290 1.49593 -0.06087 0.213 0.053 0.057 0.81
F 0.98067 2.33392 0.54228 -0.195 0.070 -0.003 -0.25
C -1.25133 1.98305 0.05278 -0.134 -0.021 0.029 -0.64
C -2.29806 1.19078 0.31098 0.142 0.122 -0.102 -0.28
C -2.19051 -0.25920 0.32323 0.151 -0.146 -0.333 -0.30
C -1.78649 -0.95276 -0.73039 -1.388 -0.543 0.286 -0.50
F -1.71513 -0.40734 -1.95613 0.231 0.105 -0.062 -0.26
N 1.97551 -1.79176 -0.15684 -0.096 0.836 -0.269 -0.32
O 1.30076 -2.01373 1.04790 -0.286 -0.395 0.549 -0.38
H 0.18509 -0.35449 -1.20121 -0.264 0.036 -0.249 0.63
H -1.34447 3.05741 0.11398 -0.048 0.088 -0.020 0.40
H -3.25193 1.62638 0.57744 -0.011 0.144 0.024 0.38
H -2.38822 -0.78340 1.24406 -0.014 -0.199 0.091 0.36
H -1.65028 -2.02463 -0.76380 0.113 -0.012 0.084 0.44
H 2.84364 -2.32152 -0.17110 0.229 0.163 0.058 0.29
H 1.71574 -1.42755 1.71660 0.035 -0.245 -0.200 0.36
```
Positions in Å, forces in eV/Å.

As for the electronic energy: -1111.06476 a.u. The calculation puts the relative energy (zero: lowest compared OMol25 entry of this formula, charge and spin) at 52.2 kcal per mole. As for the spin multiplicity: 1.



# 7
A single C6H7F3N2O molecule in a non-equilibrium geometry. Source: OMol25; level of theory: wB97M-V/def2-TZVPD.

```
19
Properties=species:S:1:pos:R:3:forces:R:3:mulliken_charge:R:1
C 2.53776 -0.35788 0.92231 -2.174 -2.046 -3.157 -0.99
N 1.44974 0.28764 0.16119 1.054 1.631 -1.144 0.09
N 0.17316 0.66657 0.77056 0.689 -4.363 -0.522 -0.58
C -0.91159 0.22093 -0.20026 1.130 0.450 3.003 1.16
C -1.70173 1.45839 -0.47605 -2.416 -1.047 -1.975 -0.07
O -1.26802 2.55103 -0.26662 -0.732 0.468 -0.037 -0.49
C -1.79047 -0.81860 0.54386 -0.658 -0.159 -1.535 0.06
F -1.20175 -2.02752 0.65059 -0.035 -0.065 -0.681 -0.26
F -3.03990 -0.90744 -0.09214 0.695 -0.715 -0.656 -0.29
C -0.14583 -0.16041 -1.39649 -0.358 -0.264 0.905 -0.93
C 1.15481 -0.17283 -1.08443 -2.481 -0.101 -0.464 0.17
F 1.99330 -0.69324 -1.94491 1.603 0.159 0.416 -0.29
H 2.78541 0.22261 1.68083 1.310 2.642 3.412 0.35
H 2.04444 -1.22261 1.25724 -0.053 -1.640 1.150 0.38
H 3.41888 -0.67951 0.34986 -0.566 0.616 -0.329 0.31
H 0.04197 1.62029 0.90246 0.741 2.226 -0.150 0.32
H -2.73931 1.12912 -1.04529 2.005 1.538 1.179 0.24
H -2.14259 -0.59486 1.49696 0.366 1.159 2.000 0.32
H -0.65830 -0.52166 -2.22968 -0.121 -0.492 -1.413 0.49
```
Positions in Å, forces in eV/Å.

As for the electronic energy: -717.06055 a.u. The calculation puts the relative energy (zero: lowest compared OMol25 entry of this formula, charge and spin) at 59.6 kcal per mole. As for the spin multiplicity: 1.



# 8
A single C6H7FO molecule in a non-equilibrium geometry. Source: OMol25; level of theory: wB97M-V/def2-TZVPD.

```
15
Properties=species:S:1:pos:R:3:forces:R:3:mulliken_charge:R:1
C -2.69768 1.47347 -1.10056 0.245 -0.061 0.605 0.07
C -1.75995 0.78414 -0.80450 -0.084 -0.079 -0.255 -0.87
C -0.55532 0.06079 -0.49781 0.138 -0.718 -2.168 0.46
C 0.03403 -0.71871 -1.40104 -1.483 -0.252 -2.106 -0.12
F 1.25281 -1.24466 -1.25555 0.491 -0.353 -0.148 -0.24
O -0.00675 0.34808 0.63180 0.846 1.635 3.577 -0.33
C 1.18825 -0.31075 1.12088 -1.267 -0.838 0.225 -0.20
C 1.37211 0.08547 2.58239 -0.055 -0.360 -0.427 -1.27
H -3.51578 2.14773 -1.16133 -0.125 -0.074 -0.301 0.47
H -0.42328 -0.94882 -2.38017 0.318 0.176 0.773 0.37
H 0.94056 -1.41612 0.98221 0.943 1.285 0.541 0.32
H 2.01894 -0.00047 0.52334 0.510 -0.049 -0.430 0.32
H 2.26520 -0.37839 2.98129 0.400 -0.108 -0.112 0.39
H 1.43818 1.16340 2.80375 -0.280 -0.446 -0.429 0.30
H 0.56620 -0.39644 3.10043 -0.599 0.242 0.655 0.33
```
Positions in Å, forces in eV/Å.

As for the electronic energy: -407.80045 a.u. The calculation puts the relative energy (zero: lowest compared OMol25 entry of this formula, charge and spin) at 74.1 kcal per mole. As for the spin multiplicity: 1.



# 9
A single C6H7FS molecule in a non-equilibrium geometry. Source: OMol25; level of theory: wB97M-V/def2-TZVPD.

```
15
Properties=species:S:1:pos:R:3:forces:R:3:mulliken_charge:R:1
C -2.19441 1.04731 -0.40807 0.495 0.581 0.838 -0.97
C -1.02361 0.42938 -0.16592 -0.773 0.645 -0.682 0.52
C 0.34461 0.97508 0.07280 -0.548 1.234 2.175 -1.06
C 1.25886 -0.18244 0.50758 -0.114 -0.777 -1.588 0.04
S 2.79715 -0.18300 -0.59176 -0.327 -0.726 0.368 -0.29
C 0.37754 -1.41458 0.31700 -0.033 3.401 -0.267 -0.64
C -0.79060 -0.96988 -0.10520 -2.655 -2.559 -0.973 0.33
F -1.87025 -1.76848 -0.49726 1.479 0.598 0.777 -0.31
H -2.26631 2.14558 -0.29046 0.195 -0.707 -0.331 0.27
H -3.15378 0.54277 -0.53765 0.567 -0.155 -0.084 0.30
H 0.70115 1.43518 -0.78525 0.731 0.788 -1.850 0.36
H 0.25415 1.80491 0.80859 0.444 -0.615 -0.147 0.34
H 1.61839 -0.04570 1.48397 0.368 -0.016 1.373 0.38
H 3.29005 -1.45275 -0.35393 -0.550 0.901 0.037 0.14
H 0.65707 -2.36340 0.54556 0.721 -2.591 0.353 0.58
```
Positions in Å, forces in eV/Å.

As for the electronic energy: -730.82016 a.u. The calculation puts the relative energy (zero: lowest compared OMol25 entry of this formula, charge and spin) at 27.9 kcal per mole. As for the spin multiplicity: 1.



# 10
A molecular structure, C6H7I in a non-equilibrium geometry. Source: OMol25; level of theory: wB97M-V/def2-TZVPD.

```
14
Properties=species:S:1:pos:R:3:forces:R:3:mulliken_charge:R:1
C 1.01522 0.80935 -0.59054 0.212 0.693 1.872 -0.57
C 0.68013 -1.86603 -0.36231 -0.463 0.163 -0.483 -0.50
C 0.42471 -0.50967 -0.81705 -0.292 0.372 0.862 0.43
C -0.48115 0.37874 -0.24759 2.771 -0.683 0.836 0.58
C 0.06384 -1.12774 0.81804 -1.224 0.364 -0.774 -0.48
C -1.63643 1.16467 0.18514 -0.206 0.087 0.248 -1.40
I 1.34053 -0.78690 2.49450 0.235 0.309 -0.405 -0.03
H 1.72658 0.94457 0.35833 -1.437 0.023 -2.383 0.02
H 1.13639 1.40763 -1.50057 0.263 0.038 0.550 0.28
H 0.10970 -2.62515 -0.86074 -0.428 -0.521 0.168 0.23
H 1.72828 -2.09095 -0.33470 0.501 -0.184 0.139 0.29
H -2.15865 1.71838 -0.52692 0.220 1.380 -2.371 0.44
H -1.42932 1.91336 0.93439 0.605 -0.148 0.457 0.30
H -2.51984 0.66972 0.45001 -0.758 -1.892 1.283 0.40
```
Positions in Å, forces in eV/Å.

As for the electronic energy: -530.27850 a.u. The calculation puts the relative energy (zero: lowest compared OMol25 entry of this formula, charge and spin) at 117.6 kcal per mole. As for the spin multiplicity: 1.